# 1
{"formula": "C2H9NO3", "method": "ωB97M-V/def2-TZVPD", "smiles": "CNC=O.O.O", "gap_ev": 10.67, "homo_energy_ev": -10.0, "e_above_lowest_ev": 1.146, "species": ["C", "N", "C", "O", "H", "H", "H", "H", "H", "O", "H", "H", "O", "H", "H"], "coordinates": [[0.162, -0.983, -1.217], [0.995, 0.242, -1.251], [1.057, 1.051, -0.154], [0.800, 0.694, 0.978], [0.437, -1.539, -0.311], [0.395, -1.665, -2.029], [-0.899, -0.673, -1.208], [1.286, 0.617, -2.142], [1.388, 2.052, -0.473], [-1.948, 0.983, -0.166], [-1.295, 0.919, 0.546], [-2.559, 1.580, 0.267], [-0.323, -1.735, 1.644], [-0.487, -0.836, 1.318], [-1.135, -2.233, 1.623]], "nbo_charge": [-0.4676, -0.6026, 0.5410, -0.6584, 0.2524, 0.2072, 0.2237, 0.3940, 0.1159, -0.9489, 0.4734, 0.4713, -0.9492, 0.4829, 0.4647]}

# 2
{"formula": "C3H2LiO3Y", "method": "ωB97M-V/def2-TZVPD", "charge": 2, "gap_ev": [7.01, 6.01], "homo_energy_ev": [-16.5, -15.5], "e_above_lowest_ev": 0.195, "species": ["O", "O", "C", "C", "O", "C", "Y", "H", "H", "Li"], "coordinates": [[1.133, -0.557, -1.524], [-1.060, 0.325, 0.333], [-0.804, -0.464, 1.376], [-0.096, 0.980, -0.464], [0.321, -0.928, 1.565], [1.089, 0.668, -1.048], [-2.876, -1.104, 2.654], [1.590, 1.484, -1.596], [-0.738, 1.140, -1.467], [1.442, -1.544, 0.170]], "nbo_charge": [-0.6061, -0.5082, 0.2497, 0.1061, -0.7387, 0.2691, 1.7491, 0.2385, 0.2790, 0.9614]}

# 3
{"formula": "C3H3N3O2", "method": "ωB97M-V/def2-TZVPD", "smiles": "O=C(O)n1nccn1", "gap_ev": 11.01, "homo_energy_ev": -10.6, "e_above_lowest_ev": 1.984, "species": ["O", "C", "O", "N", "N", "C", "C", "N", "H", "H", "H"], "coordinates": [[-2.168, -1.271, -0.063], [-1.642, -0.217, -0.009], [-2.176, 1.000, 0.053], [-0.242, -0.097, -0.080], [0.452, 1.085, -0.103], [1.698, 0.632, 0.036], [1.715, -0.782, 0.074], [0.483, -1.214, -0.002], [-3.167, 0.898, 0.217], [2.451, 1.341, -0.167], [2.596, -1.376, 0.043]], "nbo_charge": [-0.5430, 0.8916, -0.6549, -0.1203, -0.1913, -0.0788, -0.0778, -0.1735, 0.5109, 0.2171, 0.2199]}

# 4
{"formula": "C10H16", "method": "ωB97M-V/def2-TZVPD", "smiles": "CCc1ccccc1.CC", "gap_ev": 9.97, "homo_energy_ev": -9.0, "e_above_lowest_ev": 2.713, "species": ["C", "C", "C", "C", "C", "C", "C", "C", "H", "H", "H", "H", "H", "H", "H", "H", "H", "H", "C", "C", "H", "H", "H", "H", "H", "H"], "coordinates": [[-3.262, -1.562, -0.757], [-2.232, -0.428, -0.744], [-0.916, -0.900, 0.140], [-0.896, -0.119, 1.366], [0.320, -0.138, 2.040], [1.346, -1.012, 1.654], [1.301, -1.729, 0.456], [0.061, -1.727, -0.300], [-3.513, -1.782, 0.288], [-3.058, -2.490, -1.111], [-4.228, -1.152, -1.221], [-1.921, 0.095, -1.595], [-2.776, 0.416, -0.301], [-1.749, 0.374, 1.848], [0.614, 0.510, 3.013], [2.384, -0.901, 2.217], [2.134, -2.347, 0.225], [-0.047, -2.381, -1.250], [2.467, 2.434, -1.647], [1.753, 3.704, -1.123], [1.846, 1.530, -1.349], [2.470, 2.479, -2.728], [3.629, 2.363, -1.393], [1.428, 4.426, -2.030], [2.305, 4.372, -0.482], [0.824, 3.344, -0.647]], "nbo_charge": [-0.5997, -0.4086, 0.0121, -0.2383, -0.2028, -0.2366, -0.1947, -0.2545, 0.2044, 0.2042, 0.2007, 0.2124, 0.2031, 0.2268, 0.2148, 0.2147, 0.2142, 0.2278, -0.6257, -0.6159, 0.2162, 0.2060, 0.2069, 0.1933, 0.2102, 0.2089]}

What did the second record say?
{"formula": "C3H2LiO3Y", "method": "ωB97M-V/def2-TZVPD", "charge": 2, "gap_ev": [7.01, 6.01], "homo_energy_ev": [-16.5, -15.5], "e_above_lowest_ev": 0.195, "species": ["O", "O", "C", "C", "O", "C", "Y", "H", "H", "Li"], "coordinates": [[1.133, -0.557, -1.524], [-1.060, 0.325, 0.333], [-0.804, -0.464, 1.376], [-0.096, 0.980, -0.464], [0.321, -0.928, 1.565], [1.089, 0.668, -1.048], [-2.876, -1.104, 2.654], [1.590, 1.484, -1.596], [-0.738, 1.140, -1.467], [1.442, -1.544, 0.170]], "nbo_charge": [-0.6061, -0.5082, 0.2497, 0.1061, -0.7387, 0.2691, 1.7491, 0.2385, 0.2790, 0.9614]}

What did the third record say?
{"formula": "C3H3N3O2", "method": "ωB97M-V/def2-TZVPD", "smiles": "O=C(O)n1nccn1", "gap_ev": 11.01, "homo_energy_ev": -10.6, "e_above_lowest_ev": 1.984, "species": ["O", "C", "O", "N", "N", "C", "C", "N", "H", "H", "H"], "coordinates": [[-2.168, -1.271, -0.063], [-1.642, -0.217, -0.009], [-2.176, 1.000, 0.053], [-0.242, -0.097, -0.080], [0.452, 1.085, -0.103], [1.698, 0.632, 0.036], [1.715, -0.782, 0.074], [0.483, -1.214, -0.002], [-3.167, 0.898, 0.217], [2.451, 1.341, -0.167], [2.596, -1.376, 0.043]], "nbo_charge": [-0.5430, 0.8916, -0.6549, -0.1203, -0.1913, -0.0788, -0.0778, -0.1735, 0.5109, 0.2171, 0.2199]}